1.
The following is a quantum chemistry calculation of a cluster of 2 separate species, C6H9NS in total in a non-equilibrium geometry, from the Open Molecules 2025 dataset.

As for the HOMO energy (spin up / spin down): -6.4 / -8.5 eV. The value obtained for the frontier orbital gap (spin up / spin down) is 7.2 / 5.7 eV. Its spin multiplicity is 3. As for the calculated total energy: -686.73762 Eh. The calculation puts the energy above the lowest of the compared OMol25 structures with the same formula, charge and spin at 253.4 kJ/mol.

Each line ends with the Mulliken charge.
Geometry (Å):
C  -0.021  -1.540  -0.375  0.554
C  2.074  0.818  -0.059  -0.062
C  1.505  1.430  -1.037  -0.218
C  -0.510  -0.260  1.699  -1.394
C  -1.802  0.082  -0.532  -1.437
C  -0.657  -0.544  0.228  0.586
N  0.580  -2.224  -1.186  -0.680
S  2.742  0.133  1.214  -0.240
H  1.297  -1.677  -1.664  0.277
H  0.482  1.162  -1.205  0.161
H  1.926  2.377  -1.212  0.332
H  -1.328  -0.462  2.429  0.321
H  -0.287  0.754  1.844  0.350
H  0.345  -0.845  1.927  0.368
H  -1.461  0.284  -1.508  0.413
H  -2.821  -0.459  -0.540  0.290
H  -2.066  0.972  -0.021  0.379

---

2.
The following is a quantum chemistry calculation of the ion C5H10NO with charge +1 in a non-equilibrium geometry, from the Open Molecules 2025 dataset.

As for the HOMO energy: -13.6 eV. Its net charge is +1. The value obtained for the frontier orbital gap is 8.8 eV. Its spin multiplicity is 1. As for the calculated total energy: -326.19362 Eh. Its SMILES is C/[NH+]=C/C(C)=C/O. The calculation puts the energy above the lowest of the compared OMol25 structures with the same formula, charge and spin at 231.5 kJ/mol.

Each line ends with the Mulliken charge.
Geometry (Å):
C  -0.063  -2.068  -1.623  -0.853
N  0.038  -1.223  -0.458  -0.102
C  0.050  0.021  -0.620  0.180
C  -0.089  0.941  0.451  0.302
C  -0.328  2.399  0.382  -1.148
C  -0.158  0.316  1.637  -0.243
O  -0.447  1.135  2.654  -0.445
H  0.501  -2.976  -1.349  0.325
H  -1.188  -2.220  -2.002  0.294
H  0.441  -1.585  -2.508  0.344
H  0.084  -1.862  0.389  0.279
H  0.012  0.232  -1.691  0.361
H  -0.269  2.781  1.472  0.296
H  -1.248  2.749  0.016  0.323
H  0.420  2.969  -0.158  0.345
H  0.081  -0.710  1.836  0.379
H  -0.583  0.859  3.532  0.362

---

3.
The following is a quantum chemistry calculation of a structure of composition C4H5CrO2 in a non-equilibrium geometry, from the Open Molecules 2025 dataset.

As for the HOMO energy (spin up / spin down): -7.4 / -7.4 eV. The value obtained for the frontier orbital gap (spin up / spin down) is 5.5 / 5.4 eV. Its spin multiplicity is 4. As for the calculated total energy: -1350.00156 Eh.

Each line ends with the Mulliken charge.
Geometry (Å):
O  -0.093  2.073  1.341  -0.645
C  0.172  0.693  1.336  -0.250
H  -0.608  0.121  1.890  0.203
H  1.242  0.522  1.592  0.219
C  -0.038  0.393  -0.170  -0.723
C  -0.127  -1.108  -0.364  -0.716
C  0.661  -1.814  -1.147  0.696
O  1.284  -2.422  -1.934  -0.419
Cr  -2.144  0.608  -1.956  0.616
H  0.840  0.739  -0.744  0.323
H  -0.896  -1.693  0.153  0.331
H  -0.294  1.886  0.002  0.364

---

4.
The following is a quantum chemistry calculation of a structure of composition C3H4O3S2 in a non-equilibrium geometry, from the Open Molecules 2025 dataset.

As for the HOMO energy: -9.6 eV. The value obtained for the frontier orbital gap is 8.2 eV. Its spin multiplicity is 1. As for the calculated total energy: -1138.60070 Eh. The calculation puts the energy above the lowest of the compared OMol25 structures with the same formula, charge and spin at 524.5 kJ/mol.

Each line ends with the Mulliken charge.
Geometry (Å):
C  -0.233  0.472  0.701  -0.542
C  -1.089  -0.507  0.151  0.697
C  1.037  0.669  -0.424  0.621
H  -1.262  1.533  -0.584  0.384
H  0.260  0.066  1.574  0.416
H  -0.638  -2.460  -0.888  0.440
H  2.205  -0.825  1.000  0.175
O  -0.701  1.823  0.855  -0.659
O  -0.569  -1.761  0.202  -0.542
O  0.753  1.518  -1.311  -0.465
S  -2.236  -0.123  -0.865  -0.352
S  2.474  -0.406  -0.412  -0.173